Below is a structure of composition C6HO6Rh in a non-equilibrium geometry, with properties calculated with the ωB97M-V functional and the def2-TZVPD basis.

Output
total charge	+2
2S+1	5
energy above the lowest of the compared OMol25 structures with the same formula, charge and spin	0.283	eV

Atoms and positions in Å:
1 O -0.03 3.79 -4.01
2 C -0.03 3.06 -3.16
3 Rh 0.07 -0.39 0.44
4 O 0.01 2.38 1.71
5 C 0.02 1.38 1.04
6 C -0.16 -3.69 -0.38
7 O -0.11 -3.86 -1.51
8 C 2.01 -0.24 0.25
9 O 3.12 0.13 0.28
10 C -1.94 -0.25 0.21
11 O -3.07 0.09 0.24
12 H 0.05 1.32 -0.13
13 O 0.03 -2.22 2.95
14 C 0.03 -1.51 2.06


Below is the molecule C14H16FN5 in a non-equilibrium geometry, with properties calculated with the ωB97M-V functional and the def2-TZVPD basis.

Output
2S+1	1
SMILES	CCc1nnc2c(NC(C)C)nc3ccc(F)cc3n12
energy above the lowest of the compared OMol25 structures with the same formula, charge and spin	0.059	eV

Atoms and positions in Å:
1 C 1.61 4.08 0.92
2 C 0.14 3.80 1.28
3 C -0.09 2.32 1.50
4 N -0.37 1.84 2.69
5 N -0.54 0.48 2.56
6 C -0.41 0.20 1.29
7 C -0.47 -1.11 0.60
8 N -0.70 -2.15 1.46
9 C -0.34 -3.56 1.25
10 C -1.23 -4.26 0.19
11 C 1.17 -3.75 0.95
12 N -0.25 -1.30 -0.66
13 C -0.20 -0.13 -1.42
14 C -0.36 -0.28 -2.77
15 C -0.33 0.82 -3.65
16 C -0.19 2.09 -3.12
17 F -0.15 3.19 -3.94
18 C -0.16 2.26 -1.77
19 C -0.15 1.19 -0.85
20 N -0.16 1.30 0.54
21 H 1.83 5.13 0.85
22 H 2.23 3.66 1.75
23 H 1.81 3.60 -0.04
24 H -0.16 4.36 2.18
25 H -0.53 4.15 0.49
26 H -0.87 -1.82 2.41
27 H -0.52 -4.12 2.18
28 H -2.28 -4.12 0.45
29 H -1.03 -3.80 -0.78
30 H -0.94 -5.30 0.10
31 H 1.48 -4.77 1.23
32 H 1.75 -3.01 1.54
33 H 1.41 -3.60 -0.12
34 H -0.43 -1.30 -3.12
35 H -0.39 0.62 -4.71
36 H -0.19 3.31 -1.45


Below is a structure of composition C57H72AsN2O4S5SbTeW in a non-equilibrium geometry, with properties calculated with the ωB97M-V functional and the def2-TZVPD basis.

Output
2S+1	1

Atoms and positions in Å:
1 W 0.91 -0.65 -0.57
2 C 3.52 0.75 0.96
3 O 2.16 0.43 1.30
4 C 1.63 1.55 2.05
5 C 0.50 1.12 2.95
6 O -0.62 0.79 2.17
7 C -1.77 0.66 3.00
8 H 3.52 1.50 0.19
9 H 4.00 -0.15 0.61
10 H 4.03 1.10 1.85
11 H 1.30 2.32 1.35
12 H 2.42 1.94 2.69
13 H 0.26 1.95 3.63
14 H 0.81 0.27 3.56
15 H -1.87 1.53 3.65
16 H -1.71 -0.25 3.60
17 H -2.64 0.60 2.35
18 C 4.18 0.26 -6.22
19 C 3.48 0.56 -4.92
20 C 3.87 1.62 -4.12
21 C 3.31 1.90 -2.87
22 C 3.81 3.22 -2.33
23 O 3.97 4.13 -3.10
24 C 4.24 3.42 -0.91
25 C 3.55 4.27 -0.05
26 C 4.03 4.51 1.23
27 C 5.23 3.94 1.64
28 C 5.95 3.13 0.77
29 C 5.45 2.87 -0.50
30 C 2.29 1.04 -2.39
31 O 1.66 1.10 -1.19
32 C 1.81 0.03 -3.25
33 C 2.41 -0.20 -4.48
34 C 0.65 -0.78 -2.75
35 N 0.96 -1.98 -2.06
36 C 2.38 -2.37 -2.05
37 C 2.96 -1.52 -0.91
38 Te 3.19 -2.25 3.02
39 C 1.89 -2.04 4.67
40 C 2.41 -1.72 5.93
41 C 1.58 -1.53 7.02
42 C 0.20 -1.66 6.88
43 C -0.33 -1.98 5.64
44 C 0.50 -2.17 4.55
45 C -0.54 -0.88 -3.66
46 C -0.71 -0.05 -4.77
47 C -1.86 -0.13 -5.54
48 C -2.85 -1.04 -5.24
49 C -2.66 -1.93 -4.19
50 C -1.51 -1.85 -3.42
51 H 5.04 0.91 -6.36
52 H 3.50 0.40 -7.06
53 H 4.52 -0.78 -6.24
54 H 4.64 2.29 -4.47
55 H 2.63 4.73 -0.39
56 H 3.48 5.16 1.89
57 H 5.62 4.14 2.63
58 H 6.89 2.70 1.08
59 H 6.01 2.23 -1.18
60 H 2.03 -1.00 -5.11
61 H 2.84 -2.19 -3.02
62 H 2.43 -3.43 -1.86
63 H 3.43 -2.19 -0.19
64 H 3.76 -0.90 -1.31
65 H 3.49 -1.62 6.04
66 H 2.01 -1.29 7.98
67 H -0.45 -1.51 7.73
68 H -1.40 -2.09 5.52
69 H 0.06 -2.39 3.58
70 H 0.06 0.64 -5.06
71 H -1.97 0.54 -6.39
72 H -3.77 -1.07 -5.81
73 H -3.39 -2.70 -3.97
74 H -1.34 -2.56 -2.62
75 S -3.21 -4.56 -1.79
76 As -4.05 -3.07 -0.56
77 S -1.53 -0.70 -0.50
78 S -2.41 -2.03 0.78
79 S -5.15 -1.61 -1.53
80 C -1.91 3.87 1.94
81 C -1.60 4.50 0.59
82 C -2.69 5.51 0.27
83 C -0.26 5.23 0.71
84 Sb -1.34 2.83 -0.94
85 C -0.68 4.14 -2.68
86 C -1.37 5.47 -2.93
87 C 0.81 4.41 -2.48
88 C -0.84 3.23 -3.89
89 C -3.51 2.52 -1.57
90 C -4.28 2.20 -0.29
91 C -3.58 1.33 -2.51
92 C -4.15 3.71 -2.28
93 H -2.05 4.66 2.69
94 H -1.09 3.24 2.27
95 H -2.82 3.27 1.92
96 H -2.67 6.31 1.03
97 H -3.69 5.06 0.30
98 H -2.56 5.98 -0.70
99 H -0.30 5.94 1.54
100 H -0.04 5.79 -0.20
101 H 0.56 4.53 0.89
102 H -1.16 6.19 -2.14
103 H -2.45 5.39 -3.06
104 H -0.96 5.90 -3.86
105 H 1.31 3.53 -2.05
106 H 0.97 5.26 -1.82
107 H 1.29 4.63 -3.44
108 H -1.89 3.05 -4.14
109 H -0.37 2.27 -3.70
110 H -0.36 3.67 -4.77
111 H -3.85 1.33 0.22
112 H -5.32 1.94 -0.54
113 H -4.31 3.04 0.40
114 H -3.16 0.43 -2.08
115 H -3.08 1.52 -3.46
116 H -4.64 1.10 -2.73
117 H -4.09 4.64 -1.72
118 H -5.22 3.48 -2.42
119 H -3.72 3.85 -3.27
120 N 0.72 -2.29 0.69
121 S -0.02 -3.66 0.16
122 C -0.35 -4.71 1.59
123 C -1.43 -5.57 1.47
124 C -1.73 -6.44 2.51
125 C -0.93 -6.46 3.65
126 C 0.17 -5.62 3.74
127 C 0.47 -4.75 2.71
128 C 1.26 -4.80 -0.42
129 C 0.87 -5.60 -1.49
130 C 1.75 -6.55 -1.98
131 C 3.00 -6.70 -1.41
132 C 3.38 -5.89 -0.34
133 C 2.51 -4.94 0.16
134 H 1.45 -2.46 1.47
135 H -2.03 -5.58 0.57
136 H -2.58 -7.11 2.43
137 H -1.17 -7.13 4.47
138 H 0.81 -5.64 4.61
139 H 1.34 -4.12 2.79
140 H -0.12 -5.47 -1.93
141 H 1.45 -7.17 -2.82
142 H 3.69 -7.44 -1.80
143 H 4.36 -6.00 0.11
144 H 2.82 -4.31 0.98


Listing DFT total energy for the structures above in their given order: -21502.181; -24945.782; -202113.886 eV.